Record 1
16
Properties=species:S:1:pos:R:3:forces:R:3:nbo_charge:R:1 method="wB97M-V/def2-TZVPD" gap_ev=10.0518 largest_force_ev_per_a=3.13 lumo_energy_ev=0.79 charge=0 energy_ha=-250.85596 homo_energy_ha=-0.340 smiles=CC(C)N.O
N 0.160 -1.050 1.068 1.307 1.564 -0.495 -0.84
H 2.351 -0.737 -0.734 0.534 0.784 -0.184 0.19
H -4.245 0.340 -1.058 -0.101 -0.137 -0.163 0.47
H 1.252 0.596 1.670 -0.408 0.133 0.071 0.16
H -4.926 -0.493 -2.167 0.073 0.117 0.119 0.47
O -4.460 -0.561 -1.327 0.042 0.022 0.046 -0.94
H -0.166 0.516 -0.909 -0.324 1.102 -0.067 0.21
H 1.151 1.758 -0.858 -0.105 -0.298 0.382 0.22
H 3.071 0.449 0.476 1.141 -0.216 -0.178 0.21
C 1.026 0.114 0.713 2.093 -0.938 1.227 -0.03
H 2.692 -1.402 0.725 0.267 0.764 1.029 0.23
C 0.431 1.181 -0.259 0.416 -1.827 0.740 -0.64
C 2.456 -0.414 0.318 -2.638 -0.645 -1.564 -0.63
H -0.161 -1.422 0.184 -0.878 -0.220 0.346 0.35
H -0.099 1.816 0.447 -0.700 0.308 -0.815 0.21
H -0.531 -0.690 1.710 -0.719 -0.513 -0.496 0.36

---

Record 2
16
Properties=species:S:1:pos:R:3:forces:R:3:nbo_charge:R:1 method="wB97M-V/def2-TZVPD" gap_ev=10.4083 largest_force_ev_per_a=3.39 lumo_energy_ev=0.85 charge=0 energy_ha=-250.82988 homo_energy_ha=-0.351 smiles=CCCN.O
H -2.593 -0.876 -0.122 0.545 0.560 0.000 0.20
H -2.357 0.678 0.520 -0.809 2.814 0.154 0.21
H 0.262 0.149 0.500 -1.388 -1.138 -1.260 0.17
H 0.758 2.055 -0.606 1.646 -1.108 -0.548 0.35
H -1.749 -0.666 1.318 0.232 -0.383 1.201 0.22
H -0.793 1.030 -1.840 0.958 0.113 -0.613 0.18
C -1.853 -0.198 0.375 -0.496 -2.747 -1.917 -0.62
O 0.976 -1.134 2.160 0.823 -1.333 0.421 -0.93
H 1.075 -1.170 1.206 -0.108 0.037 0.196 0.47
H 0.568 -0.310 2.368 -0.399 0.848 0.102 0.46
N 1.221 1.312 -1.205 -2.545 1.979 -0.097 -0.82
H -0.366 -1.385 -0.467 0.415 0.969 0.748 0.21
H 0.460 -0.103 -2.380 -0.340 -1.427 -0.479 0.20
C -0.492 -0.276 -0.278 2.713 -1.099 0.511 -0.43
H 1.888 0.769 -0.713 0.791 -0.157 0.880 0.35
C 0.093 0.426 -1.536 -2.037 2.073 0.701 -0.24

---

Record 3
16
Properties=species:S:1:pos:R:3:forces:R:3:nbo_charge:R:1 method="wB97M-V/def2-TZVPD" gap_ev=10.7740 largest_force_ev_per_a=3.78 lumo_energy_ev=1.00 charge=0 energy_ha=-250.84716 homo_energy_ha=-0.359 smiles=CCCN.O
H -0.901 0.815 -2.728 -0.085 0.218 -0.303 0.20
H -1.342 -1.103 -0.897 -1.132 -0.980 -1.320 0.16
C 0.203 0.259 -0.956 -0.694 0.783 -1.244 -0.40
H 0.584 -0.567 -1.436 1.955 -1.641 -1.507 0.18
H 0.695 1.695 -2.584 -0.863 -0.108 0.434 0.22
H 0.536 -1.944 0.579 -1.271 2.127 0.086 0.35
H -1.563 0.111 0.235 -2.011 1.896 1.217 0.18
N -0.275 -1.281 0.879 0.518 -3.475 0.071 -0.85
H 1.524 0.945 3.341 -0.234 2.321 0.050 0.46
H 0.928 0.589 -0.269 0.949 0.885 0.788 0.21
H -0.735 2.040 -1.411 0.271 0.295 -1.211 0.20
H -0.940 -2.094 1.072 0.550 1.739 -0.007 0.35
C -0.205 1.306 -2.057 0.201 -0.536 2.427 -0.61
O 1.646 0.030 3.327 -2.106 -3.120 -0.398 -0.95
H 0.707 -0.331 3.127 2.372 0.774 0.191 0.49
C -0.861 -0.470 -0.222 1.579 -1.179 0.727 -0.20